(1)
Below is C14H19N4O5PS as an isolated structure at a distorted geometry, with properties calculated with wB97M-V/def2-TZVPD.

Geometry as XYZ:
```
44
Properties=species:S:1:pos:R:3:forces:R:3
C -4.3170 1.9165 2.3825 -1.0 -0.2 -1.2
C -3.5127 1.0298 1.4198 0.4 0.7 1.0
C -2.1321 1.0874 1.3051 0.9 -1.2 -1.0
P -1.0690 2.2324 2.2685 -0.4 1.5 1.9
N -1.7148 2.8078 3.5661 0.1 -0.1 -0.8
O -0.7218 3.4971 1.2518 0.2 -1.5 0.0
O 0.3089 1.4708 2.7137 -1.3 0.0 -1.8
C -1.4090 0.1965 0.3512 -1.7 0.5 0.8
C -2.1184 -0.7001 -0.3942 1.0 -0.2 -0.7
N -1.3498 -1.5732 -1.2957 -0.3 -0.5 0.9
C -1.0316 -2.5708 -0.6491 -0.2 -0.5 0.4
O -0.7838 -3.5073 0.0038 0.1 0.7 -0.9
C -3.5548 -0.8447 -0.3278 1.6 1.3 1.0
N -4.2974 -1.7166 -0.9968 -0.8 0.8 0.9
S -5.8197 -1.3926 -0.4648 0.7 0.2 0.0
N -5.5419 -0.1887 0.5642 0.1 0.2 0.3
C -4.2245 0.0667 0.6140 -0.1 -1.5 -1.6
H -4.5097 1.4327 3.3534 0.4 0.3 -0.3
H -5.3115 2.0547 1.9032 0.5 -0.1 0.4
H -3.8846 2.9157 2.5014 0.0 -0.6 0.2
H -1.7379 3.8200 3.4447 -0.1 -0.1 0.5
H -1.5825 3.8863 1.0303 0.3 0.0 -0.1
H 0.4333 0.6637 2.1860 0.4 0.2 0.2
H -0.3154 0.2299 0.2687 -0.5 0.0 -0.2
C 2.8091 -5.4438 -4.0324 0.2 0.1 -0.2
C 2.2157 -4.0566 -4.0475 0.0 0.1 -0.1
O 2.5832 -3.2229 -4.8412 0.0 0.0 0.0
C 1.1435 -3.7545 -3.0292 0.0 0.3 -0.1
H 3.5638 -5.5214 -4.8133 0.0 0.0 0.0
H 3.2809 -5.6369 -3.0674 -0.2 -0.1 0.0
H 2.0302 -6.1845 -4.2218 0.0 0.0 0.2
H 1.5444 -3.8738 -2.0206 -0.1 -0.2 0.0
H 0.2919 -4.4217 -3.1762 0.1 -0.1 0.2
H 0.8076 -2.7252 -3.1535 0.0 0.0 0.0
C 4.7574 2.0981 1.7172 -0.1 -0.3 0.0
C 3.6648 2.3342 0.7053 -0.1 -0.1 0.0
O 3.0223 1.4175 0.2457 -0.1 0.0 0.1
C 3.4050 3.7597 0.2899 -0.2 -0.1 -0.2
H 4.8345 1.0315 1.9229 0.0 0.0 0.0
H 5.7125 2.4496 1.3231 0.0 0.2 0.1
H 4.5224 2.6190 2.6468 0.1 0.1 -0.1
H 4.3011 4.1839 -0.1667 0.0 0.1 0.2
H 3.1112 4.3526 1.1578 0.2 0.1 0.0
H 2.5962 3.7815 -0.4389 0.0 0.0 0.0
```
Forces are in eV/Å.

Highest occupied orbital energy ... -9.0 eV
Max |F| ... 2.5 eV/A
LUMO level ... -1.26 eV
Kohn-Sham gap ... 7.76 eV

(2)
Below is C14H19N5O in the gas phase at a distorted geometry, with properties calculated with wB97M-V/def2-TZVPD.

Geometry as XYZ:
```
39
Properties=species:S:1:pos:R:3:forces:R:3
C -4.3944 -2.1383 0.9243 4.8 1.3 -2.6
C -4.0013 -1.8424 -0.7070 -6.9 11.9 12.2
N -3.4672 -0.4440 -0.5255 0.2 -0.1 -0.8
C -4.2734 0.7400 -0.4871 -1.4 0.8 -3.3
C -4.3959 1.4972 0.8438 -4.9 -3.0 -4.6
O -3.4260 2.2477 1.0804 5.2 7.6 1.2
C -2.1387 -0.3365 -0.3240 -7.5 13.4 -5.4
C -1.4400 1.0296 -0.9307 0.5 -3.3 3.1
C -0.1073 1.1726 -0.8345 2.5 1.9 -0.1
C 0.8012 0.0346 -0.3546 -3.1 7.9 -2.9
N 2.1018 0.3008 -0.4176 5.9 -4.2 2.6
N 2.7766 -0.7100 0.1629 -0.8 2.6 -1.7
C 4.2208 -0.5821 0.1423 -4.6 8.3 -3.0
C 4.8629 0.7725 -0.2733 0.2 -1.0 2.7
C 6.1929 0.4996 0.1462 -0.3 4.9 -3.3
C 7.4690 1.3581 -0.0253 -3.2 2.7 -0.1
N 6.3353 -0.7498 0.3367 -0.8 -9.9 3.5
N 4.9845 -1.4486 0.5231 5.8 -2.4 0.5
C 0.0845 -0.9390 -0.0093 -0.2 -9.5 2.0
C -1.3235 -1.1814 -0.2001 10.2 -14.5 4.3
H -3.4490 -2.1177 1.5222 -1.1 0.3 -0.3
H -4.6534 -3.0695 0.7579 -1.8 -5.1 0.5
H -5.1833 -1.5426 1.2104 -1.4 1.5 0.7
H -4.9133 -1.6109 -0.9324 -5.1 -0.1 -3.3
H -3.3517 -2.3383 -0.9824 10.3 -9.3 -5.7
H -5.2874 0.5354 -0.8985 0.3 -0.6 0.8
H -4.0307 1.5059 -1.4164 0.1 -1.4 2.4
H -4.4350 0.8891 1.6420 -1.6 -3.3 2.6
H -5.3235 2.0477 0.6794 -0.1 0.4 0.6
H -2.5892 1.8469 1.1176 1.6 -1.0 0.1
H -2.0793 1.8207 -1.0219 -1.3 2.0 -0.8
H 0.4480 2.2486 -1.0277 -1.6 -2.9 0.2
H 4.3740 1.8087 -0.3314 0.8 -2.1 -0.1
H 8.0845 0.8488 -0.6408 1.8 -1.8 -2.7
H 7.2409 2.4290 -0.6335 0.7 -2.8 2.4
H 8.0758 1.3030 0.8674 -0.3 1.2 0.7
H 7.0457 -1.6030 0.6319 -1.7 4.1 -1.1
H 0.7899 -1.8723 0.3225 -2.2 2.0 -0.6
H -1.6250 -2.4103 0.0633 0.8 3.7 -0.7
```
Forces are in eV/Å.

Highest occupied orbital energy ... -7.5 eV
SMILES string ... CCN(CCO)c1ccc(/N=N/c2cc(C)[nH]n2)cc1
Max |F| ... 18.3 eV/A
LUMO level ... -0.59 eV
Kohn-Sham gap ... 6.96 eV

(3)
Below is a 2-piece molecular cluster, C14H19NO2 overall at a distorted geometry, with properties calculated with wB97M-V/def2-TZVPD.

Geometry as XYZ:
```
36
Properties=species:S:1:pos:R:3:forces:R:3
C 4.1080 0.3611 1.1597 0.4 0.0 -0.2
C 4.4583 -0.4564 2.3945 -0.7 -0.4 0.1
O 3.7294 -1.6870 2.2192 0.1 -0.1 -0.3
C 2.7284 -1.4701 1.2620 0.3 1.1 -0.5
O 1.9467 -2.3638 0.9534 0.5 0.9 0.3
N 2.8269 -0.1794 0.7889 -1.1 -0.7 -0.2
H 4.1582 1.4417 1.4075 -0.4 -0.4 -0.3
H 4.8153 0.1780 0.3306 0.2 0.1 0.3
H 5.5212 -0.6671 2.4804 0.0 -0.1 0.3
H 4.0351 0.0222 3.2922 0.4 0.0 -0.1
C 1.5847 0.4952 -1.5887 -1.6 0.2 -2.8
C 0.3335 -0.2349 -1.6561 1.8 0.6 0.1
C -0.8860 0.0051 -1.0182 -1.5 0.3 0.7
C -1.9797 -0.9064 -1.2589 0.6 0.5 0.1
C -1.7840 -2.0114 -2.2513 -0.5 -0.4 0.1
C -3.1904 -0.7477 -0.6047 0.1 -0.3 -0.2
C -3.4337 0.2925 0.3025 0.8 -0.2 -0.5
C -4.7665 0.3782 0.9956 0.0 0.2 0.2
C -2.3903 1.2154 0.5018 -0.4 -0.3 0.1
C -1.1462 1.1051 -0.1190 -0.1 -0.3 -0.4
C -0.1425 2.1752 0.1573 -0.1 0.4 0.5
H 2.1941 0.2115 -2.4618 0.0 -0.1 0.5
H 1.5391 1.5875 -1.5501 0.0 -0.4 0.4
H 2.1531 0.1323 -0.6573 0.8 -0.6 2.0
H 0.4437 -1.1558 -2.2338 -0.3 0.2 0.3
H -2.6891 -2.6283 -2.2153 0.3 -0.1 -0.3
H -1.6556 -1.6231 -3.2737 0.0 -0.2 0.3
H -0.9122 -2.6290 -1.9855 -0.4 0.1 -0.2
H -3.9805 -1.4733 -0.8011 0.1 0.2 0.0
H -4.7790 1.2602 1.6489 -0.2 -0.3 -0.1
H -5.5995 0.4537 0.2740 0.4 0.0 0.2
H -4.9481 -0.5223 1.6087 0.1 0.4 -0.2
H -2.5809 2.0491 1.1794 0.2 -0.2 -0.2
H -0.6067 2.8977 0.8414 0.3 -0.1 -0.1
H 0.7626 1.7748 0.6313 -0.1 0.0 -0.2
H 0.1328 2.7196 -0.7536 0.0 -0.1 0.2
```
Forces are in eV/Å.

Highest occupied orbital energy ... -7.3 eV
Max |F| ... 3.2 eV/A
LUMO level ... -1.81 eV
Kohn-Sham gap ... 5.54 eV

(4)
Below is C14H20BBr36IInO2 as an isolated structure at a distorted geometry, with properties calculated with wB97M-V/def2-TZVPD.

Geometry as XYZ:
```
75
Properties=species:S:1:pos:R:3:forces:R:3
C -1.6101 -4.1624 -2.3866 0.3 -0.1 -1.1
C -1.6426 -4.1100 -3.9573 0.4 0.9 -0.3
B -0.6347 -2.9089 -4.3429 -0.1 0.0 -0.2
O -1.1173 -1.6340 -4.7422 0.9 -1.0 0.0
In 1.6140 -3.3909 -4.1471 -0.3 0.3 0.8
O 2.5951 -1.6069 -3.6360 -0.3 -0.1 -0.8
I 2.5754 -4.4634 -6.5647 0.0 0.1 0.1
H -2.6181 -4.3361 -2.0111 0.2 0.0 0.3
H -0.9176 -4.9576 -2.1082 -0.2 0.0 0.3
H -1.1972 -3.2303 -1.9896 -0.2 -0.1 0.3
H -2.6661 -3.9597 -4.3361 0.1 -0.1 0.1
H -1.2163 -5.0255 -4.3835 -0.3 0.0 0.1
H -1.8516 -1.7208 -5.3484 -0.8 0.0 0.0
H 1.8290 -4.6149 -2.8274 0.2 0.2 -0.3
H 2.9060 -1.6525 -2.7418 0.2 -0.1 0.6
C -1.2112 1.5972 -5.4397 0.1 -0.2 0.0
Br -2.7228 0.8190 -6.3597 0.1 0.2 0.1
Br 0.0751 2.3441 -6.6751 -0.2 0.0 0.1
Br -1.7744 2.9071 -4.1293 0.0 0.0 -0.2
H -0.7151 0.7938 -4.9043 -0.1 0.0 0.0
C -2.2792 5.4388 -7.4270 0.0 0.0 0.0
Br -3.7862 4.6588 -8.3520 0.2 0.1 0.1
Br -0.9901 6.1851 -8.6597 -0.2 -0.1 0.2
Br -2.8433 6.7361 -6.1083 0.1 -0.1 -0.1
H -1.7828 4.6372 -6.8938 0.0 0.0 0.0
C -1.3571 -3.1309 2.6914 0.1 0.0 -0.1
Br -0.8662 -3.4510 4.5344 -0.1 0.0 -0.1
Br 0.1479 -3.3630 1.5046 -0.2 0.0 0.1
Br -2.8741 -4.2088 2.1628 0.2 0.1 0.1
H -1.6634 -2.0949 2.6203 0.0 0.0 0.0
C -0.4471 8.9020 -3.4322 0.1 -0.1 0.0
Br 0.4663 10.1478 -2.2681 -0.1 -0.2 -0.1
Br 0.7589 7.5707 -4.1447 -0.2 0.2 0.1
Br -1.9663 8.0887 -2.5555 0.2 0.1 -0.1
H -0.8285 9.4690 -4.2701 0.0 0.0 0.0
C 6.1196 -1.0675 -3.1416 -0.2 -0.1 -0.2
Br 7.9343 -0.7174 -2.5593 -0.1 0.0 0.0
Br 5.9760 -1.0868 -5.0669 0.1 0.0 0.3
Br 5.4190 -2.6880 -2.3610 0.3 0.1 0.0
H 5.5073 -0.2512 -2.7843 0.0 0.0 0.0
C -2.8831 0.8160 -1.1859 -0.1 -0.2 -0.2
Br -2.3701 -0.5009 -2.5030 -0.1 0.4 0.5
Br -4.7896 1.1521 -1.2022 0.2 0.0 0.1
Br -2.2498 0.3904 0.5968 -0.1 0.0 -0.1
H -2.3983 1.7410 -1.4680 0.0 0.0 0.0
C -5.9674 -2.4884 4.1363 0.0 0.1 -0.1
Br -6.8797 -3.4530 2.7313 0.1 0.2 0.2
Br -4.9923 -0.9671 3.4497 -0.1 -0.2 0.1
Br -7.1781 -1.9795 5.5571 0.1 -0.1 -0.2
H -5.2410 -3.1661 4.5649 0.0 0.0 -0.1
C -0.4175 0.8753 6.0025 0.0 -0.2 0.0
Br -1.9186 0.4597 7.1489 0.2 0.0 -0.2
Br 1.2064 0.0197 6.6081 -0.2 0.1 -0.1
Br -0.7875 0.4601 4.1527 0.0 0.1 0.1
H -0.2622 1.9443 6.0560 0.0 -0.1 0.0
C 2.4195 4.5356 6.3659 0.0 -0.2 -0.1
Br 3.5061 3.5655 7.6373 -0.1 0.1 -0.1
Br 2.7999 4.0152 4.5441 -0.1 0.0 0.3
Br 0.5363 4.3753 6.7745 0.2 0.1 0.0
H 2.6779 5.5807 6.4634 0.0 0.0 0.0
C 5.3850 0.0719 6.7763 0.0 -0.1 -0.2
Br 7.2592 0.3572 7.1601 -0.2 0.0 0.0
Br 5.0925 -0.3700 4.9195 0.0 0.0 0.3
Br 4.6039 -1.2541 7.9465 0.1 0.1 -0.1
H 4.8750 1.0046 6.9665 0.0 0.0 0.0
C 5.4838 2.3111 1.1430 0.1 -0.1 -0.1
Br 6.7425 2.1893 2.6056 -0.1 0.1 -0.2
Br 5.8476 3.8357 0.0098 0.0 -0.2 0.1
Br 5.4089 0.6658 0.1323 0.0 0.2 0.2
H 4.5054 2.4634 1.5772 0.0 0.0 0.0
C -4.1073 -7.1249 4.8351 0.1 0.0 -0.1
Br -2.1858 -7.2208 4.6569 -0.3 0.0 0.0
Br -4.6548 -5.6067 5.9038 0.1 -0.1 -0.1
Br -4.9891 -7.1474 3.1148 0.1 0.0 0.2
H -4.4219 -8.0131 5.3642 0.0 0.0 0.0
```
Forces are in eV/Å.

Highest occupied orbital energy ... -4.8 eV
Max |F| ... 1.3 eV/A
LUMO level ... 0.62 eV
Charge ... -1
Kohn-Sham gap ... 5.40 eV

(5)
Below is a 3-piece molecular cluster, C14H20BrN4O8S2 overall at a distorted geometry, with properties calculated with wB97M-V/def2-TZVPD.

Geometry as XYZ:
```
49
Properties=species:S:1:pos:R:3:forces:R:3
Br 3.7012 2.4798 -5.7380 -1.1 -0.3 0.2
N 1.9322 2.0932 -5.1852 1.3 0.0 -1.0
N 1.0422 1.3758 -5.9156 -0.5 1.9 4.6
N -0.0634 1.3238 -5.1377 1.8 2.1 2.1
C 0.1559 2.0728 -3.8909 1.4 -1.1 -2.5
C -0.9650 2.2452 -2.7766 -0.1 0.7 -0.3
C -0.4229 2.6781 -1.3282 0.1 0.1 0.1
C 0.8505 1.8582 -0.8013 -0.1 -0.1 1.1
C 0.5201 0.4311 -0.1706 -0.1 -3.4 2.1
C -0.5050 -0.5969 -0.7038 1.8 -0.9 2.7
C -0.7074 -1.9700 0.0048 2.6 1.6 1.8
C 0.1353 -2.3740 1.2665 0.6 3.8 -2.0
C 1.1832 -1.3589 1.8057 -2.1 0.8 -2.9
C 1.3477 0.0101 1.0982 -2.0 -2.2 -1.2
N 1.5155 2.5480 -3.9828 -5.4 -2.2 -0.5
H -1.6410 1.3175 -2.7753 1.4 1.2 -0.1
H -1.6446 3.1111 -3.1391 1.1 -1.4 0.3
H -0.2379 3.8203 -1.3818 0.1 -1.9 0.1
H -1.2410 2.5581 -0.5191 1.1 0.0 -1.6
H 1.6886 1.7151 -1.5648 -1.1 0.3 0.8
H 1.3089 2.4898 0.0537 -0.7 -1.1 -1.4
H -1.1214 -0.3770 -1.6327 0.9 -0.4 1.5
H -1.4651 -2.7489 -0.3561 1.2 1.5 0.4
H 0.0165 -3.3873 1.7767 0.1 1.7 -0.9
H 1.8241 -1.6154 2.7291 -1.1 0.5 -1.7
H 2.1378 0.7228 1.5046 -1.3 -1.0 -0.6
H 2.0073 3.0950 -3.2592 0.2 -0.4 -0.9
C -4.3528 -2.2569 -3.2761 -0.3 -0.5 -0.4
C -5.7464 -1.6845 -3.0643 0.2 0.5 -0.3
O -6.0936 -2.0403 -1.7266 0.8 -0.4 0.3
S -4.7490 -2.0682 -0.8181 -0.3 0.0 0.2
O -4.6475 -0.8170 -0.1274 0.2 -1.0 -0.4
O -4.6785 -3.3321 -0.1519 -0.1 1.1 -0.3
O -3.6722 -2.0630 -2.0349 -0.4 0.4 0.4
H -4.3935 -3.3308 -3.4783 0.0 0.1 0.0
H -3.8197 -1.7561 -4.0852 0.1 0.0 0.2
H -6.4730 -2.0867 -3.7702 0.0 -0.1 0.3
H -5.7395 -0.5925 -3.1327 0.0 -0.1 -0.1
C 3.7770 0.9964 5.9348 0.1 0.3 0.6
C 4.9765 0.1183 6.2559 0.3 0.3 -0.5
O 4.4234 -1.1505 6.6048 -0.9 0.0 -0.2
S 3.0621 -1.3880 5.7542 0.1 0.0 0.3
O 3.3809 -2.1913 4.6097 -0.5 0.5 0.7
O 2.0103 -1.7165 6.6660 0.8 0.0 -0.8
O 2.8553 0.1428 5.2549 0.3 -0.8 -0.1
H 3.2965 1.3579 6.8481 0.1 0.0 0.0
H 4.0446 1.8462 5.3057 -0.2 -0.2 -0.1
H 5.5754 0.5155 7.0754 -0.2 -0.2 0.1
H 5.6114 -0.0203 5.3758 0.0 0.1 0.1
```
Forces are in eV/Å.

Highest occupied orbital energy ... -10.8 eV
Max |F| ... 5.8 eV/A
LUMO level ... -5.34 eV
Charge ... +1
Kohn-Sham gap ... 5.49 eV

(6)
Below is C14H20FNO3S in the gas phase at a distorted geometry, with properties calculated with wB97M-V/def2-TZVPD.

Geometry as XYZ:
```
40
Properties=species:S:1:pos:R:3:forces:R:3
C -1.4622 2.8554 -0.7873 0.8 2.3 2.6
O -0.0761 2.5184 -0.4606 -1.6 0.4 -0.8
C 0.8649 3.5787 -0.6331 -0.8 -0.9 -2.4
C 2.2257 2.9264 -0.7378 1.0 -0.3 2.2
C 2.6418 2.3607 0.7170 -0.9 0.7 0.2
S 3.2978 0.7273 0.6828 0.3 -2.9 0.4
O 4.2979 0.6189 -0.3518 0.0 0.5 -0.2
O 3.7002 0.2643 2.0227 -1.1 1.2 -1.6
C 1.8725 -0.3119 0.0874 -1.6 2.0 3.1
C 1.9203 -1.1373 -0.9839 -0.2 0.2 0.4
C 0.8624 -1.9587 -1.3276 0.0 0.4 1.8
C -0.3155 -1.8787 -0.5574 1.0 0.5 -1.4
C -0.4736 -0.8920 0.4926 2.3 -2.2 -2.7
C 0.6600 -0.1945 0.8530 0.4 0.5 -0.2
C -1.7387 -0.7721 1.1782 -2.4 0.3 0.5
N -2.8712 -1.4272 0.3887 0.4 1.1 2.6
C -2.4942 -2.7623 -0.0622 -2.0 -0.1 1.6
C -2.1367 -3.6763 1.1344 2.1 0.7 0.0
F -2.0517 -5.0300 0.8022 -0.3 0.4 -0.2
C -1.4632 -2.6609 -1.1078 -0.2 -2.0 1.1
H -1.6378 3.8559 -1.2492 0.8 -0.6 0.2
H -1.9329 2.1655 -1.3846 -0.5 -2.0 -1.6
H -2.0833 2.8846 0.1427 0.7 0.0 -0.4
H 0.6262 4.1408 -1.5904 0.3 -0.5 1.0
H 0.7622 4.2494 0.1845 0.3 0.8 0.8
H 2.3358 2.1219 -1.4698 -0.6 0.1 0.0
H 3.0040 3.6456 -0.9978 -0.2 0.1 0.0
H 3.4247 2.9780 1.1704 0.1 -0.2 -0.2
H 1.8301 2.3386 1.5080 0.6 0.1 -1.2
H 2.8073 -1.0972 -1.5136 1.7 -0.3 -1.2
H 1.0996 -2.7104 -2.0688 -0.8 0.0 -0.2
H 0.4926 0.5059 1.6995 0.7 -0.4 -0.6
H -1.5815 -1.1597 2.1989 -0.5 -0.1 -0.1
H -1.9996 0.2919 1.2999 0.0 -0.3 -0.1
H -3.7210 -1.4845 1.0336 1.6 0.1 -1.2
H -3.4684 -3.0646 -0.4161 -0.1 -1.0 -0.7
H -1.0929 -3.3998 1.5710 -1.8 -0.4 -0.6
H -2.9023 -3.5285 1.8833 -0.2 -0.3 0.4
H -1.8750 -2.1497 -1.9207 -0.6 0.9 -1.4
H -1.3483 -3.7316 -1.4301 1.0 1.0 0.1
```
Forces are in eV/Å.

Highest occupied orbital energy ... -9.2 eV
SMILES string ... COCCCS(=O)(=O)c1ccc2c(c1)CN[C@H](CF)C2
Max |F| ... 4.1 eV/A
LUMO level ... 0.58 eV
Kohn-Sham gap ... 9.82 eV